Entry from the OMol25 dataset: an isolated molecule of C6H5OP in a non-equilibrium geometry (ωB97M-V/def2-TZVPD).

Structure (XYZ):
```
13
Properties=species:S:1:pos:R:3
C 0.47 -1.52 -0.46
C -0.54 -1.62 0.66
C 1.00 -0.38 -1.09
C 0.98 0.97 -0.71
C -1.25 -0.84 1.38
C 0.16 1.62 0.07
O -1.81 -0.19 2.14
P -0.59 2.71 1.12
H 0.79 -2.50 -0.80
H -0.97 -2.64 0.73
H 1.71 -0.46 -1.89
H 1.71 1.58 -1.38
H -1.66 3.27 0.22
```

Summary:
Energy above the lowest of the compared OMol25 structures with the same formula, charge and spin (eV): 2.8058
Largest force on an atom (eV Å⁻¹): 4.7
Lowest unoccupied orbital energy (eV): -0.17
Kohn-Sham gap (eV): 7.888


Entry from the OMol25 dataset: a structure of composition CN2O3 in a non-equilibrium geometry (ωB97M-V/def2-TZVPD).

Structure (XYZ):
```
6
Properties=species:S:1:pos:R:3
C 1.10 -0.07 0.04
N -0.73 -0.76 -0.01
N 0.03 0.58 -0.11
O 1.99 -0.79 0.01
O -1.91 -0.62 0.02
O -0.48 1.66 0.05
```

Summary:
Energy above the lowest of the compared OMol25 structures with the same formula, charge and spin (eV): 5.7895
Largest force on an atom (eV Å⁻¹): 3.7
Lowest unoccupied orbital energy (spin up / spin down) (eV): -0.94 / -0.94
Kohn-Sham gap (spin up / spin down) (eV): 8.578 / 8.579


Entry from the OMol25 dataset: a cluster of 2 separate species, C11H22F3N5O2 in total in a non-equilibrium geometry (ωB97M-V/def2-TZVPD).

Structure (XYZ):
```
43
Properties=species:S:1:pos:R:3
N -1.67 4.26 1.78
C -1.49 3.91 0.34
C -2.37 2.66 -0.05
C -1.54 1.55 -0.79
C -1.00 0.42 0.13
C 0.29 0.78 0.93
N 1.31 1.51 0.15
C 1.74 1.39 -1.08
N 2.69 2.35 -1.34
C 2.80 3.00 -0.18
N 3.60 4.03 0.18
N 1.95 2.51 0.78
H -1.49 5.26 1.91
H -1.02 3.73 2.34
H -0.42 3.76 0.06
H -1.82 4.81 -0.22
H -2.97 2.28 0.80
H -3.09 3.05 -0.80
H -2.22 1.05 -1.52
H -0.77 2.07 -1.40
H -1.78 0.15 0.86
H -0.83 -0.49 -0.50
H 0.71 -0.18 1.30
H 0.01 1.35 1.84
H 1.31 0.62 -1.75
H 4.51 4.09 -0.24
H 3.25 4.70 0.85
H 1.78 2.77 1.74
C 1.06 -5.64 -1.10
C -0.34 -5.33 -1.61
O -1.27 -5.00 -0.60
C -1.27 -3.65 -0.06
O -1.31 -2.73 -0.99
C -0.12 -3.40 0.98
F 0.13 -4.50 1.73
F -0.46 -2.42 1.86
F 1.07 -3.03 0.45
H 1.02 -6.22 -0.18
H 1.63 -6.19 -1.85
H 1.62 -4.73 -0.89
H -0.73 -6.24 -2.07
H -0.31 -4.58 -2.41
H -2.16 -3.72 0.61
```

Summary:
Largest force on an atom (eV Å⁻¹): 2.3
Lowest unoccupied orbital energy (eV): -0.98
Kohn-Sham gap (eV): 5.273


Entry from the OMol25 dataset: a structure of composition C28H42MnN6O2SSe3 in a non-equilibrium geometry (ωB97M-V/def2-TZVPD).

Structure (XYZ):
```
83
Properties=species:S:1:pos:R:3
Mn 0.53 -2.14 -0.02
C -2.30 -0.62 3.05
C -1.44 -0.87 1.85
N -0.28 -1.38 1.84
N 0.34 -1.72 3.00
C 1.62 -2.25 2.99
N 2.08 -2.43 4.26
S 2.49 -2.60 1.65
C -2.01 -0.55 0.50
C -3.20 0.13 0.38
C -3.72 0.34 -0.90
C -3.02 -0.13 -1.99
C -1.81 -0.77 -1.77
N -1.32 -0.97 -0.55
H -1.88 -0.96 3.99
H -3.25 -1.14 2.93
H -2.51 0.44 3.15
H -0.14 -1.58 3.87
H 1.42 -2.63 5.00
H 2.93 -2.96 4.31
H -3.73 0.49 1.25
H -4.66 0.86 -1.02
H -3.39 -0.01 -3.00
H -1.17 -1.14 -2.57
O -1.18 -5.66 -4.15
C -0.08 -6.18 -3.39
C 0.34 -5.18 -2.29
C 1.49 -5.92 -1.61
O 2.16 -5.20 -0.59
C 0.76 -3.90 -3.03
Se 1.61 -2.35 -2.16
C -0.91 -4.99 -1.41
Se -0.84 -4.24 0.40
H -1.44 -6.34 -4.78
H 0.77 -6.36 -4.05
H -0.36 -7.12 -2.92
H 2.20 -6.18 -2.41
H 1.07 -6.85 -1.22
H 2.86 -5.77 -0.26
H -0.14 -3.52 -3.51
H 1.46 -4.17 -3.83
H -1.38 -5.97 -1.28
H -1.61 -4.38 -1.98
C 2.98 3.04 -2.79
C 1.79 3.90 -2.37
C 0.45 3.35 -2.85
C 0.03 2.06 -2.15
N -0.19 2.28 -0.72
C 0.58 1.80 0.29
Se 2.04 0.72 0.13
N 0.03 2.27 1.46
C 0.55 2.04 2.80
C 1.08 3.32 3.43
C 2.27 3.92 2.69
C 3.54 3.09 2.82
C -1.13 2.98 1.18
C -2.08 3.55 2.02
C -3.18 4.15 1.41
C -3.32 4.16 0.02
C -2.36 3.58 -0.81
C -1.27 2.99 -0.20
H 3.92 3.51 -2.50
H 2.99 2.91 -3.87
H 2.95 2.06 -2.32
H 1.91 4.91 -2.78
H 1.77 4.02 -1.28
H 0.51 3.14 -3.92
H -0.33 4.10 -2.72
H 0.77 1.27 -2.24
H -0.91 1.68 -2.57
H 1.33 1.28 2.71
H -0.25 1.61 3.40
H 1.37 3.09 4.46
H 0.27 4.05 3.49
H 2.45 4.92 3.08
H 2.02 4.05 1.63
H 3.79 2.92 3.87
H 4.39 3.59 2.35
H 3.44 2.12 2.33
H -1.97 3.55 3.09
H -3.94 4.61 2.02
H -4.19 4.63 -0.43
H -2.48 3.58 -1.89
```

Summary:
Energy above the lowest of the compared OMol25 structures with the same formula, charge and spin (eV): 0.0000
Largest force on an atom (eV Å⁻¹): 1.2
Spin multiplicity: 6
Lowest unoccupied orbital energy (spin up / spin down) (eV): -0.25 / -0.32
Kohn-Sham gap (spin up / spin down) (eV): 5.446 / 5.886
Expectation value of S²: 8.769


Entry from the OMol25 dataset: a cluster of 7 separate species, C48H96ClF3N3O22P2 in total in a non-equilibrium geometry (ωB97M-V/def2-TZVPD).

Structure (XYZ):
```
175
Properties=species:S:1:pos:R:3
C 0.12 -1.68 2.83
C -0.74 -2.37 1.74
C -2.20 -1.84 1.66
C -2.53 -1.13 0.33
C -2.52 0.41 0.55
C -3.37 1.18 -0.47
C -3.41 2.70 -0.17
C -1.94 3.15 -0.04
C -1.65 4.62 -0.38
C -0.39 5.07 0.44
C 0.83 5.40 -0.45
C 2.15 5.10 0.28
C 2.54 3.58 0.38
C 1.65 2.75 -0.55
C 1.83 1.23 -0.40
O 0.97 0.65 -1.37
C 1.27 -0.69 -1.68
C 1.27 -0.86 -3.22
F 0.63 -1.96 -3.54
F 0.68 0.15 -3.81
F 2.52 -0.93 -3.67
O 2.16 3.14 1.69
C 3.17 3.08 2.66
C 3.33 4.42 3.42
C 1.95 4.82 3.95
C 4.30 4.33 4.61
C 4.10 3.13 5.54
N 4.48 2.54 2.20
P 4.47 0.85 1.83
O 5.31 0.12 2.77
C 4.86 3.36 1.10
N 6.02 3.93 1.18
C 6.99 3.78 2.28
Cl 6.50 5.00 -0.06
N 4.00 3.52 0.06
P 4.51 3.00 -1.51
O 4.46 4.11 -2.45
H 0.76 -2.39 3.35
H 0.78 -0.92 2.41
H -0.51 -1.23 3.59
H -0.21 -2.34 0.79
H -0.78 -3.42 2.04
H -2.36 -1.20 2.52
H -2.84 -2.72 1.72
H -3.45 -1.48 -0.14
H -1.69 -1.34 -0.34
H -2.89 0.61 1.55
H -1.47 0.69 0.48
H -4.37 0.76 -0.58
H -2.86 1.08 -1.43
H -4.01 2.94 0.70
H -3.81 3.17 -1.07
H -1.63 2.91 0.98
H -1.38 2.54 -0.76
H -1.42 4.75 -1.44
H -2.48 5.25 -0.07
H -0.67 5.99 0.97
H -0.13 4.35 1.22
H 0.80 6.48 -0.59
H 0.74 4.97 -1.45
H 2.94 5.63 -0.25
H 2.09 5.56 1.27
H 0.62 2.90 -0.25
H 1.72 3.07 -1.59
H 1.44 0.98 0.59
H 2.86 0.89 -0.55
H 2.26 -1.00 -1.34
H 0.51 -1.36 -1.29
H 2.83 2.38 3.43
H 3.67 5.17 2.71
H 1.58 4.11 4.69
H 1.22 4.95 3.16
H 2.03 5.78 4.45
H 5.35 4.37 4.34
H 4.13 5.23 5.21
H 3.11 3.05 5.97
H 4.28 2.22 4.96
H 4.87 3.11 6.31
H 3.15 0.38 1.94
H 4.95 0.62 0.52
H 6.89 2.84 2.81
H 7.97 3.78 1.82
H 6.94 4.66 2.91
H 5.86 2.61 -1.35
H 3.78 1.93 -2.04
C 3.70 -3.28 -4.27
C 5.08 -3.15 -3.68
O 5.51 -4.38 -3.08
C 5.98 -5.30 -3.93
O 6.08 -5.17 -5.12
O 6.31 -6.38 -3.23
C 6.77 -7.48 -4.02
H 2.99 -3.65 -3.53
H 3.35 -2.31 -4.64
H 3.70 -3.98 -5.11
H 5.07 -2.41 -2.87
H 5.81 -2.81 -4.42
H 7.58 -7.18 -4.68
H 5.94 -7.90 -4.59
H 7.14 -8.24 -3.33
C -6.34 -6.39 -2.00
C -6.47 -5.92 -0.57
O -6.21 -4.51 -0.45
C -7.21 -3.71 -0.79
O -8.30 -4.05 -1.17
O -6.80 -2.45 -0.66
C -7.75 -1.46 -1.06
H -5.37 -6.10 -2.41
H -6.45 -7.47 -2.06
H -7.11 -5.93 -2.63
H -5.73 -6.42 0.05
H -7.45 -6.16 -0.16
H -8.71 -1.62 -0.56
H -7.88 -1.48 -2.14
H -7.36 -0.49 -0.77
C 0.33 -9.26 4.29
C 0.76 -7.91 4.82
O -0.18 -6.88 4.47
C -1.27 -6.82 5.23
O -1.52 -7.52 6.18
O -2.05 -5.84 4.76
C -3.29 -5.70 5.45
H 0.14 -9.20 3.22
H 1.10 -10.01 4.48
H -0.60 -9.59 4.77
H 1.71 -7.62 4.36
H 0.92 -7.93 5.90
H -3.14 -5.61 6.52
H -3.94 -6.55 5.23
H -3.76 -4.79 5.07
C -10.02 2.54 -6.00
C -8.73 3.13 -5.48
O -8.87 3.57 -4.12
C -8.80 2.62 -3.18
O -8.60 1.45 -3.36
O -8.99 3.21 -1.99
C -9.01 2.31 -0.89
H -10.84 3.24 -5.86
H -9.93 2.30 -7.06
H -10.28 1.63 -5.46
H -8.46 4.01 -6.05
H -7.90 2.42 -5.57
H -8.11 1.68 -0.89
H -9.90 1.69 -0.92
H -9.02 2.90 0.02
C -2.01 6.31 -7.11
C -3.48 6.64 -7.30
O -4.31 5.49 -7.06
C -4.55 5.22 -5.78
O -4.16 5.85 -4.83
O -5.30 4.11 -5.73
C -5.60 3.67 -4.40
H -1.73 5.45 -7.71
H -1.39 7.16 -7.39
H -1.81 6.06 -6.07
H -3.66 6.92 -8.34
H -3.79 7.47 -6.68
H -6.03 4.47 -3.80
H -4.70 3.28 -3.93
H -6.32 2.86 -4.48
C 7.53 -2.49 2.51
C 6.45 -2.80 3.52
O 6.80 -3.94 4.32
C 7.65 -3.69 5.32
O 8.12 -2.62 5.60
O 7.89 -4.84 5.94
C 8.84 -4.75 7.01
H 7.77 -3.38 1.91
H 7.22 -1.69 1.84
H 8.45 -2.18 3.00
H 5.53 -3.06 3.00
H 6.23 -1.94 4.15
H 8.57 -3.97 7.71
H 9.84 -4.56 6.60
H 8.84 -5.70 7.52
```

Summary:
Total charge: +1
Energy above the lowest of the compared OMol25 structures with the same formula, charge and spin (eV): 1.7812
Largest force on an atom (eV Å⁻¹): 2.8
Lowest unoccupied orbital energy (eV): -4.36
Kohn-Sham gap (eV): 7.616


Entry from the OMol25 dataset: an isolated molecule of C4H6O in a non-equilibrium geometry (ωB97M-V/def2-TZVPD).

Structure (XYZ):
```
11
Properties=species:S:1:pos:R:3
C -2.13 -1.34 0.77
C -1.00 -0.42 0.50
C 0.00 0.22 0.26
C 1.20 1.00 -0.07
H -2.44 -1.90 -0.17
H -1.88 -2.07 1.57
H -3.06 -0.79 1.07
H 1.97 0.86 0.73
H 0.99 2.05 -0.07
H 1.76 -0.31 -1.38
O 1.78 0.67 -1.32
```

Summary:
Energy above the lowest of the compared OMol25 structures with the same formula, charge and spin (eV): 1.3360
Largest force on an atom (eV Å⁻¹): 1.4
Lowest unoccupied orbital energy (eV): 0.86
Kohn-Sham gap (eV): 10.514